*P*
Here is a single C12H14N2O molecule from OMol25. Energies are from ωB97M-V/def2-TZVPD.

The geometry in XYZ format:
```
29
Properties=species:S:1:pos:R:3:nbo_charge:R:1
C -0.733 1.915 0.470 0.3059
C 3.363 0.374 -0.806 -0.2288
C 2.974 -0.717 -1.609 -0.1779
C 2.441 1.004 -0.061 -0.1519
C 1.705 -1.269 -1.551 -0.2624
C 1.189 0.454 0.068 -0.1098
C 0.814 -0.564 -0.740 0.3100
C 0.208 1.068 0.957 -0.3171
C -1.337 -0.884 0.250 0.6807
C 0.472 1.220 2.463 -0.6070
C -2.693 -0.457 -1.813 -0.5716
C -2.518 -0.230 -0.254 -0.5548
N -1.805 2.341 0.115 -0.4986
N -1.189 -1.697 1.366 -0.7886
O -0.453 -1.098 -0.727 -0.5152
H 4.382 0.553 -0.900 0.2145
H 3.750 -1.260 -2.118 0.2093
H 2.738 1.728 0.628 0.2131
H 1.163 -1.798 -2.367 0.2358
H 1.675 1.384 2.694 0.2029
H 0.185 0.396 3.111 0.1938
H -0.211 1.928 2.950 0.2344
H -1.712 -0.436 -2.125 0.2195
H -3.301 0.371 -2.120 0.2221
H -3.124 -1.507 -1.913 0.2034
H -3.449 -0.443 0.258 0.2216
H -2.374 0.871 -0.104 0.3231
H -1.861 -1.376 2.098 0.3923
H -0.302 -1.870 1.782 0.4011
```

Results
frontier orbital gap	0.28354	Eh

---

*Q*
Here is a single C12H14N2O molecule from OMol25. Energies are from ωB97M-V/def2-TZVPD.

The geometry in XYZ format:
```
29
Properties=species:S:1:pos:R:3:nbo_charge:R:1
C 1.899 -1.376 -0.303 -0.3019
C 1.620 -1.485 -1.642 -0.2371
C 0.796 0.493 0.877 -0.1761
C 1.907 -0.178 0.516 -0.0232
C -2.304 -1.711 0.600 0.4322
C -0.708 0.207 0.851 -0.2935
C -0.984 -1.164 0.278 -0.1773
C -0.804 1.192 -1.365 -0.0261
C 1.022 -0.305 -2.221 0.1644
C -1.311 1.259 -0.091 0.0360
C 3.274 0.306 0.824 -0.6158
C -2.258 2.351 0.360 -0.6632
N -0.888 -1.123 -1.197 -0.4632
N -0.175 -0.016 -1.758 -0.2818
O -3.286 -1.832 -0.133 -0.5174
H 2.455 -2.083 0.250 0.2086
H 1.741 -2.308 -2.200 0.2218
H 0.894 1.336 1.636 0.1975
H -2.448 -1.867 1.660 0.1138
H -1.054 0.266 1.772 0.2189
H -0.103 -1.800 0.722 0.2535
H -1.048 1.735 -2.166 0.2067
H 3.758 -0.629 1.310 0.2045
H 3.238 1.149 1.570 0.2177
H 3.961 0.422 0.062 0.2317
H -2.211 3.208 -0.401 0.2313
H -1.838 2.968 1.165 0.2295
H -3.332 1.884 0.512 0.2390
H -1.815 -0.900 -1.486 0.3694
```

Results
frontier orbital gap	0.29996	Eh

---

Consider the structures shown above. The least stable of them is *Q*.